Here is C3H4F2 in the gas phase at a distorted geometry from the Open Molecules 2025 dataset. Energies are from ωB97M-V/def2-TZVPD.

XYZ file:
```
9
Properties=species:S:1:pos:R:3:forces:R:3
C 0.111220 1.865627 0.568164 1.408 1.241 0.774
C -0.693002 0.720374 0.113352 1.614 -2.635 -0.605
C -0.156324 -0.499961 -0.139214 2.443 3.699 0.967
F 1.242817 -0.607800 -0.063320 -2.073 -0.585 0.078
F -0.671366 -1.613344 -0.496579 -0.629 -0.928 -0.458
H -0.288958 2.341181 1.556237 1.058 -1.270 -1.371
H 1.218005 1.517005 0.557755 -1.878 1.114 0.630
H 0.019571 2.731488 -0.123312 0.132 -0.632 0.088
H -1.663039 0.884382 -0.205395 -2.076 -0.002 -0.104
```
Forces are in eV/Å.

The gap between HOMO and LUMO is 10.4 eV. Its SMILES is CC=C(F)F. The LUMO energy is 1.017 eV. As for the electronic energy: -8609.48883 eV. For the molar mass, the calculation gives 78.06 g/mol.

The Löwdin scheme yields these atomic charges, measured in e: C -0.117; C -0.108; C -0.343; F 0.028; F 0.174; H 0.105; H 0.104; H 0.073; H 0.083


Here is C18H27N7Ru as an isolated structure from the Open Molecules 2025 dataset. Energies are from ωB97M-V/def2-TZVPD.

XYZ file:
```
53
Properties=species:S:1:pos:R:3:forces:R:3
Ru -0.819191 2.196912 -0.294221 0.079 0.679 0.602
N -2.585654 1.716724 0.799381 0.133 -0.112 0.182
C -2.150157 2.185066 2.149627 -0.136 -0.123 -0.022
C -1.838408 3.660046 2.041804 0.156 0.195 -0.070
N -0.947175 3.936096 0.854394 0.185 -0.263 -0.145
C 0.483700 4.105656 1.250134 -0.211 0.288 0.101
C 1.383439 4.159347 0.028413 0.068 -0.085 -0.041
N 1.077937 3.012573 -0.897533 -0.041 0.028 0.143
C -1.471797 5.102847 0.073838 0.032 0.038 0.272
C -2.501649 4.570379 -0.878611 -0.019 0.036 -0.191
N -1.840519 3.428548 -1.583435 -0.276 0.075 -0.255
H -3.416095 2.232310 0.522376 -0.116 -0.021 -0.001
H -2.885208 0.747697 0.851249 -0.011 -0.057 0.022
H -1.268263 1.608316 2.435998 0.033 -0.024 -0.015
H -2.904817 2.002831 2.916219 -0.062 0.093 -0.025
H -1.368407 4.035413 2.951646 -0.005 0.005 0.000
H -2.762957 4.222792 1.910139 -0.010 -0.020 -0.008
H 0.732946 3.257042 1.892249 0.042 -0.026 -0.013
H 0.620148 5.009162 1.853482 -0.051 0.014 -0.022
H 2.423886 4.144554 0.351206 0.012 -0.058 -0.040
H 1.258483 5.085736 -0.524630 0.002 0.046 0.021
H 1.826513 2.330545 -0.833056 0.074 -0.045 0.000
H 1.128279 3.330024 -1.861269 0.059 0.076 -0.058
H -0.653957 5.559911 -0.476844 -0.005 0.008 -0.055
H -1.873478 5.869345 0.738128 0.010 -0.030 0.038
H -2.840703 5.337011 -1.576155 0.045 -0.043 -0.052
H -3.388518 4.195085 -0.370506 0.005 -0.008 0.054
H -1.194524 3.811507 -2.271025 -0.062 0.025 -0.112
H -2.533612 2.916672 -2.125490 -0.013 0.049 -0.057
N 2.120978 -4.510651 0.443581 0.027 -0.156 -0.185
C 2.174238 -5.863526 0.037209 0.371 0.145 0.313
C 2.950425 -6.901443 0.358894 0.040 -0.446 -0.284
C 2.650654 -8.164848 -0.361421 0.294 0.579 0.489
C 1.709768 -8.287816 -1.388859 -0.444 0.237 -0.339
C 0.913125 -7.217149 -1.705013 0.207 -0.121 0.283
C 1.170722 -5.939219 -0.992470 -0.593 -0.333 -0.576
N 0.604390 -4.803049 -1.210455 0.045 -0.279 0.013
C 1.206029 -3.908859 -0.295653 0.000 0.615 0.303
C 0.790551 -2.517452 -0.249965 0.004 -0.257 -0.122
C -0.227706 -2.107171 -1.116560 -0.032 -0.105 -0.093
C -0.637557 -0.786418 -1.097491 0.075 0.210 0.062
N -0.087193 0.144292 -0.291656 0.117 -0.873 -0.224
C 0.901279 -0.258901 0.541226 -0.142 0.031 -0.109
C 1.355504 -1.560740 0.600615 0.132 0.012 0.130
H 2.710537 -4.091237 1.153520 -0.021 0.022 0.038
H 3.773645 -6.862737 1.062670 -0.070 -0.109 0.077
H 3.195688 -9.050517 -0.042415 0.052 0.008 -0.022
H 1.572119 -9.238833 -1.888325 0.008 -0.046 0.068
H 0.087577 -7.290900 -2.405718 0.057 0.105 -0.082
H -0.697675 -2.803818 -1.796764 -0.008 0.025 -0.013
H -1.423606 -0.453720 -1.760714 -0.034 -0.015 0.004
H 1.346921 0.494116 1.177978 0.003 0.006 0.017
H 2.149339 -1.789573 1.300262 -0.007 0.006 -0.003
```
Forces are in eV/Å.

As for the total charge: +4. The gap between HOMO and LUMO is 3.3 eV. The LUMO energy is -15.947 eV. As for the electronic energy: -32075.81566 eV. For the molar mass, the calculation gives 442.53 g/mol.

The Löwdin scheme yields these atomic charges, measured in e: Ru 1.071; N -0.059; C -0.189; C -0.125; N -0.267; C -0.153; C -0.167; N -0.056; C -0.131; C -0.156; N -0.062; H 0.102; H 0.110; H 0.109; H 0.143; H 0.148; H 0.137; H 0.123; H 0.154; H 0.140; H 0.120; H 0.095; H 0.108; H 0.123; H 0.154; H 0.149; H 0.116; H 0.115; H 0.123; N 0.255; C -0.108; C 0.148; C 0.197; C 0.038; C 0.199; C -0.122; N 0.292; C -0.098; C -0.101; C 0.065; C -0.062; N -0.042; C -0.075; C 0.053; H 0.205; H 0.161; H 0.167; H 0.158; H 0.165; H 0.139; H 0.130; H 0.125; H 0.137


Here is C17H21N3O3S in the gas phase at a distorted geometry from the Open Molecules 2025 dataset. Energies are from ωB97M-V/def2-TZVPD.

XYZ file:
```
45
Properties=species:S:1:pos:R:3:forces:R:3
C 0.177969 3.459109 1.604667 0.869 -1.818 -2.730
C -0.763046 3.377032 0.289421 2.803 0.334 0.824
C -2.095038 4.042026 0.602041 1.715 -1.586 -1.590
C -0.069540 4.105878 -0.795462 2.726 3.100 -0.448
N -0.785212 2.040334 -0.362398 -0.919 -2.126 0.503
N -1.833901 1.689326 -1.166297 -0.942 0.883 1.245
C -1.675010 0.446517 -1.546959 2.254 1.346 0.697
C -0.345521 0.059001 -1.109359 -3.293 -4.090 -3.772
C 0.151395 0.996449 -0.386781 2.619 3.416 2.762
N 1.435346 0.940773 0.280379 -0.722 0.392 -1.987
C 1.753195 0.066167 1.292701 -0.404 0.080 0.263
O 2.771979 0.367017 1.847320 1.839 -0.820 1.154
C 0.835772 -1.060126 1.827711 0.390 1.636 -1.244
C 1.081708 -2.489832 1.429814 0.745 -0.772 0.412
C -0.020255 -3.385257 1.489127 0.902 1.837 -0.890
C 0.142421 -4.600528 0.925363 0.754 -3.226 -0.943
C 1.402878 -5.090590 0.513218 0.135 0.660 -0.136
C 2.569506 -4.275299 0.601127 -1.494 -1.075 0.499
C 2.385759 -2.953665 1.080571 -1.043 -0.659 -0.061
C 0.135243 -1.195326 -1.759450 1.720 1.504 0.089
S -1.286284 -1.764411 -2.622863 -0.906 -2.777 -3.067
O -0.983727 -1.970103 -4.044171 -0.124 0.873 1.694
O -1.761705 -2.911560 -1.901910 -0.389 -0.038 0.470
C -2.527283 -0.442856 -2.426812 0.825 -0.200 4.297
H 1.252335 3.096951 1.371709 -1.868 0.640 0.492
H -0.257333 2.840815 2.347571 -0.227 -0.706 0.924
H 0.216645 4.457228 1.967274 -0.099 0.927 0.048
H -2.557101 3.451872 1.318804 -1.297 -0.629 1.567
H -1.881305 5.039823 0.874082 -0.048 0.998 0.480
H -2.595782 3.969965 -0.324606 -1.261 0.329 -0.798
H -0.703620 4.285903 -1.635540 -0.382 -0.723 -1.006
H 0.977031 3.682101 -1.092287 -2.046 0.627 0.467
H 0.091080 5.183192 -0.509927 0.317 -0.808 0.172
H 2.349691 1.332349 -0.103222 -2.185 -0.183 0.543
H -0.150840 -0.737258 1.572723 -0.971 -0.230 -0.461
H 0.884601 -0.816251 2.852707 0.293 -0.490 1.600
H -0.999811 -3.040595 1.764117 -0.206 0.212 0.212
H -0.631113 -5.377518 0.739927 0.019 1.154 0.587
H 1.357139 -6.129119 0.111325 0.681 0.999 0.302
H 3.525436 -4.796102 0.386030 -0.502 1.042 0.098
H 3.228626 -2.296752 1.243027 0.039 0.132 -0.228
H 0.881213 -0.989611 -2.558730 -0.356 -0.002 0.495
H 0.601264 -1.874680 -1.043961 -0.595 -0.630 -0.320
H -3.345428 -0.850253 -1.744256 0.979 0.152 -1.183
H -2.939374 0.117866 -3.197768 -0.344 0.317 -2.035
```
Forces are in eV/Å.

The gap between HOMO and LUMO is 9.6 eV. Its SMILES is CC(C)(C)n1nc2c(c1NC(=O)Cc1ccccc1)CS(=O)(=O)C2. The LUMO energy is 0.488 eV. As for the electronic energy: -39414.62987 eV. For the molar mass, the calculation gives 347.44 g/mol.

The Löwdin scheme yields these atomic charges, measured in e: C -0.003; C -0.519; C -0.016; C -0.084; N -0.010; N 0.159; C -0.259; C -0.189; C -0.193; N 0.140; C -0.470; O 0.070; C -0.049; C -0.207; C -0.050; C -0.109; C -0.085; C -0.063; C -0.027; C -0.146; S 0.701; O -0.326; O -0.317; C -0.105; H 0.099; H 0.061; H 0.064; H 0.070; H 0.083; H 0.065; H 0.072; H 0.125; H 0.100; H 0.191; H 0.105; H 0.115; H 0.115; H 0.119; H 0.108; H 0.108; H 0.104; H 0.130; H 0.101; H 0.137; H 0.086